{"formula": "C16H43FN12O16P", "method": "ωB97M-V with the def2-TZVPD basis set", "elements": ["C", "C", "C", "C", "C", "C", "C", "F", "N", "C", "N", "N", "P", "N", "H", "H", "H", "H", "H", "H", "H", "H", "H", "H", "H", "H", "H", "H", "H", "H", "H", "H", "H", "C", "N", "O", "O", "H", "H", "H", "C", "N", "O", "O", "H", "H", "H", "C", "N", "O", "O", "H", "H", "H", "C", "N", "O", "O", "H", "H", "H", "C", "N", "O", "O", "H", "H", "H", "C", "N", "O", "O", "H", "H", "H", "C", "N", "O", "O", "H", "H", "H", "C", "N", "O", "O", "H", "H", "H"], "coordinates": [[-4.0137, 0.0532, 0.4416], [-3.7280, 0.4139, 1.9717], [-2.9296, -0.7883, 2.6912], [-1.4163, -0.4039, 3.0024], [-1.0996, -0.6221, 4.5592], [-0.3446, -1.0616, 2.0438], [-0.0021, -0.3097, 0.6655], [-0.8735, 0.7071, 0.2723], [0.2631, -1.3922, -0.3500], [0.5456, -2.5109, 0.5272], [1.5847, -3.3571, 0.5008], [-0.5814, -2.4214, 1.4698], [-0.6910, -3.7980, 2.5763], [-2.1445, -4.4585, 2.3995], [-3.7261, -1.0274, 0.2545], [-5.0848, 0.2579, 0.1400], [-3.3711, 0.7064, -0.2273], [-4.7455, 0.5457, 2.4610], [-3.2058, 1.4081, 2.0879], [-3.4389, -0.9003, 3.7045], [-3.0687, -1.7727, 2.1635], [-1.3341, 0.7214, 2.8455], [-1.2540, -1.6957, 4.8627], [-1.8906, -0.0267, 5.1185], [-0.0728, -0.2472, 4.8460], [0.6195, -1.1367, 2.6280], [1.0282, 0.1050, 0.8918], [1.0720, -1.1643, -0.9542], [1.5618, -4.3329, 0.2078], [2.5121, -2.9728, 0.7283], [0.2869, -4.7758, 2.2326], [-0.4624, -3.4332, 3.9399], [-2.6441, -4.4650, 3.2941], [-4.3457, 4.4561, 0.4214], [-4.8451, 4.4208, 1.8208], [-4.5894, 5.3742, 2.5310], [-5.4755, 3.4373, 2.1538], [-3.8049, 5.3861, 0.2661], [-3.6880, 3.5992, 0.2862], [-5.2102, 4.3979, -0.2371], [0.2079, -0.8780, -4.2971], [1.6791, -0.6919, -4.1908], [2.2448, -0.1764, -5.1285], [2.2160, -1.0740, -3.1626], [-0.1244, -0.4945, -5.2583], [0.0055, -1.9445, -4.2164], [-0.2530, -0.3249, -3.4803], [3.3453, -0.0977, -7.8519], [3.0885, -0.7329, -9.1679], [4.0412, -1.1851, -9.7713], [1.9333, -0.7553, -9.5444], [4.4101, -0.1478, -7.6389], [3.0127, 0.9366, -7.9151], [2.7779, -0.6494, -7.1107], [-2.8873, 8.9048, 0.3145], [-3.1215, 8.2581, -1.0025], [-2.1499, 7.8392, -1.6030], [-4.2729, 8.1923, -1.3859], [-1.8216, 8.8910, 0.5266], [-3.2545, 9.9271, 0.2497], [-3.4365, 8.3344, 1.0615], [3.3867, -5.5263, 3.2584], [3.3136, -4.0467, 3.3852], [4.3045, -3.4096, 3.0928], [2.2595, -3.5759, 3.7761], [4.3775, -5.7982, 2.9034], [3.2000, -5.9497, 4.2436], [2.6225, -5.8334, 2.5459], [7.7057, -2.5716, 3.6955], [8.2752, -3.6655, 4.5231], [7.4947, -4.4637, 5.0092], [9.4800, -3.6834, 4.6539], [6.6241, -2.6825, 3.6678], [7.9851, -1.6278, 4.1597], [8.1292, -2.6606, 2.6969], [0.5236, -4.1891, -9.9393], [0.0336, -4.1904, -8.5364], [0.3233, -3.2347, -7.8419], [-0.6231, -5.1482, -8.1828], [1.0909, -3.2769, -10.1108], [1.1544, -5.0667, -10.0669], [-0.3472, -4.2309, -10.5906], [-2.2693, 6.0055, 5.0107], [-1.7709, 7.2277, 4.3308], [-2.4879, 7.7245, 3.4850], [-0.6805, 7.6407, 4.6691], [-3.2479, 5.7558, 4.6072], [-1.5555, 5.2079, 4.8137], [-2.3345, 6.2225, 6.0751]], "energy_ha": -2936.41515, "charge": 1, "lumo_energy_ev": -5.589}

{"formula": "C4H8O2", "method": "ωB97M-V with the def2-TZVPD basis set", "elements": ["C", "C", "C", "O", "H", "H", "H", "H", "H", "H", "C", "O", "H", "H"], "coordinates": [[1.5485, 0.6926, -0.0033], [0.7396, -0.4610, -0.5088], [-0.4342, -0.3512, -1.1290], [-1.1050, 0.8131, -1.4121], [0.9209, 1.5055, 0.3841], [2.2425, 0.3976, 0.7890], [2.1289, 1.1029, -0.8354], [1.1037, -1.4654, -0.3015], [-0.9761, -1.2253, -1.4805], [-1.1642, 1.3961, -0.6436], [-1.2584, -0.6150, 1.2571], [-0.4886, -1.3464, 1.8236], [-1.1091, 0.4857, 1.1791], [-2.2174, -0.9606, 0.8247]], "energy_ha": -307.61180, "smiles": "C/C=C\\O.C=O", "charge": 0, "lumo_energy_ev": 0.689, "e_above_lowest_kcal_mol": 63.1}

{"formula": "C14H21F3IN3O4", "method": "ωB97M-V with the def2-TZVPD basis set", "elements": ["C", "C", "N", "C", "C", "C", "C", "C", "O", "I", "N", "N", "C", "O", "C", "C", "H", "H", "H", "H", "H", "H", "H", "H", "H", "H", "H", "H", "H", "H", "H", "C", "C", "O", "C", "O", "C", "F", "F", "F", "H", "H", "H", "H", "H", "H"], "coordinates": [[2.6891, 3.0808, 2.2387], [2.6727, 1.5057, 2.0346], [1.2970, 0.9672, 1.7734], [1.2558, 0.1205, 0.6253], [1.7939, -1.2538, 0.6529], [1.6386, -2.0291, -0.6312], [2.1680, -3.5076, -0.6795], [3.5732, -3.6101, -1.4033], [3.7369, -4.3919, -2.2772], [5.1750, -2.3038, -0.7576], [1.0816, -1.5592, -1.7445], [0.6130, -0.3325, -1.6851], [0.6389, 0.5638, -0.6641], [0.1122, 1.8092, -0.7391], [0.5157, 2.5056, -1.9529], [2.0763, 2.5124, -2.1936], [2.6302, 3.3571, 3.3279], [1.8367, 3.5980, 1.7334], [3.6772, 3.4612, 1.8554], [3.2925, 1.2506, 1.1304], [3.1182, 1.0511, 2.9645], [1.0118, 0.4474, 2.6106], [2.2788, -1.6758, 1.5584], [1.4586, -4.0769, -1.3465], [2.1516, -4.0070, 0.3191], [0.1551, 0.0087, -2.5409], [0.1488, 3.5681, -1.9540], [0.0491, 2.0421, -2.8751], [2.5529, 2.9688, -1.2890], [2.2710, 3.1518, -3.0988], [2.5014, 1.5019, -2.4227], [-3.4266, 0.2794, -0.8345], [-2.6056, -0.6469, 0.0509], [-3.0621, -0.7164, 1.3755], [-4.1892, -1.6075, 1.6792], [-3.9846, -2.8129, 1.2253], [-5.5728, -1.0116, 1.2466], [-5.6226, 0.3361, 1.4619], [-6.5790, -1.5291, 1.9844], [-5.9041, -1.2006, -0.0469], [-3.7230, 1.1802, -0.2947], [-2.8478, 0.5692, -1.7210], [-4.3286, -0.2113, -1.1924], [-1.5978, -0.2211, 0.1204], [-2.4867, -1.6369, -0.4057], [-4.2415, -1.4945, 2.7820]], "energy_ha": -1608.36936, "charge": 0, "lumo_energy_ev": -2.616}

{"formula": "C2H4BrCl", "method": "ωB97M-V with the def2-TZVPD basis set", "elements": ["C", "C", "Cl", "Br", "H", "H", "H", "H"], "coordinates": [[0.9584, 0.8575, -0.1759], [-0.9236, -0.7345, 0.1652], [2.3058, -0.1052, 0.2942], [-2.5893, 0.0785, 0.0210], [0.6419, 1.5287, 0.5902], [0.8035, 0.8501, -1.2951], [-0.5597, -1.1782, 1.1753], [-0.6370, -1.2969, -0.7749]], "energy_ha": -3112.67686, "charge": 0, "lumo_energy_ev": [0.037, 0.130], "e_above_lowest_kcal_mol": 85.7}

{"formula": "C19H58N16O11", "method": "ωB97M-V with the def2-TZVPD basis set", "elements": ["C", "O", "C", "C", "N", "C", "C", "O", "C", "H", "H", "H", "H", "H", "H", "H", "H", "H", "H", "H", "H", "H", "H", "H", "C", "O", "C", "C", "N", "C", "C", "O", "C", "H", "H", "H", "H", "H", "H", "H", "H", "H", "H", "H", "H", "H", "H", "H", "N", "C", "N", "O", "H", "H", "H", "H", "N", "C", "N", "O", "H", "H", "H", "H", "N", "C", "N", "O", "H", "H", "H", "H", "N", "C", "N", "O", "H", "H", "H", "H", "N", "C", "N", "O", "H", "H", "H", "H", "N", "C", "N", "O", "H", "H", "H", "H", "N", "C", "N", "O", "H", "H", "H", "H"], "coordinates": [[3.9087, -5.1613, -3.2493], [3.8284, -5.7020, -1.9255], [4.1990, -4.9097, -0.6639], [3.3536, -3.7011, -0.3355], [3.4869, -2.6641, -1.3440], [2.6209, -1.5278, -0.9468], [2.8862, -0.3538, -1.8640], [4.1071, 0.3173, -1.3805], [4.5540, 1.4245, -2.1288], [3.1350, -4.3998, -3.3470], [3.7889, -6.0227, -3.9063], [4.8374, -4.6561, -3.5147], [5.2747, -4.7416, -0.6102], [3.9293, -5.4897, 0.2187], [3.7301, -3.3615, 0.6295], [2.2992, -3.8520, -0.1041], [3.1260, -2.8357, -2.2716], [2.8564, -1.2827, 0.0888], [1.5796, -1.8373, -0.8579], [2.0575, 0.3293, -1.6779], [3.0591, -0.6033, -2.9109], [3.7038, 2.0787, -2.3219], [4.9825, 1.0745, -3.0679], [5.2637, 1.9989, -1.5334], [0.6072, -1.5527, 6.8924], [0.2667, -1.0541, 5.6160], [-1.1087, -1.0893, 5.4032], [-1.4952, -0.4332, 4.0614], [-0.7874, -1.0741, 2.9590], [-1.2881, -2.4117, 2.5690], [-0.1294, -3.3257, 2.1324], [0.3532, -4.1702, 3.1613], [1.4775, -3.5244, 3.8010], [0.6326, -0.7324, 7.6098], [1.6303, -1.8839, 6.7148], [0.0715, -2.3961, 7.3279], [-1.6121, -0.5483, 6.2044], [-1.5314, -2.0938, 5.4259], [-1.3922, 0.6439, 4.1934], [-2.5619, -0.5320, 3.8597], [0.1631, -1.2108, 3.2721], [-2.1318, -2.3833, 1.8795], [-1.7802, -2.9016, 3.4091], [0.6012, -2.8194, 1.5016], [-0.6764, -3.9860, 1.4594], [1.5287, -3.9033, 4.8217], [1.3093, -2.4600, 3.9649], [2.3789, -3.7467, 3.2299], [-3.2822, 2.1727, -6.0046], [-2.3375, 1.6440, -5.2658], [-2.6812, 1.6551, -4.0260], [-1.2162, 1.2000, -5.6430], [-3.3882, 2.2533, -7.0058], [-3.9403, 2.7045, -5.4530], [-3.4860, 2.2316, -3.8258], [-2.1797, 1.2300, -3.2593], [-3.9761, 2.3907, 2.2034], [-4.7390, 1.3619, 2.0237], [-4.7798, 0.6052, 3.0514], [-5.2175, 1.0771, 0.9442], [-3.8347, 2.9899, 1.4027], [-3.7340, 2.6411, 3.1514], [-4.5264, 1.1140, 3.8863], [-5.3651, -0.2073, 2.9198], [1.0313, 2.8296, -2.8805], [1.5412, 3.6346, -1.9864], [0.8965, 3.4972, -0.8214], [2.4391, 4.4564, -2.1262], [0.2180, 2.3932, -2.4703], [1.3245, 2.8194, -3.8470], [1.1058, 4.1472, -0.0773], [0.0832, 2.9073, -0.7180], [0.5371, 4.9656, 1.6948], [0.2230, 4.0099, 2.4930], [-1.0606, 3.8879, 2.5944], [0.9878, 3.3555, 3.2029], [1.4152, 5.4362, 1.8614], [-0.1991, 5.4556, 1.2069], [-1.4653, 3.1087, 3.0934], [-1.4732, 4.0722, 1.6911], [-3.7059, 3.1047, -1.1722], [-2.8338, 4.0407, -0.8996], [-2.8327, 5.0231, -1.7713], [-2.0543, 3.8957, 0.0798], [-3.6123, 2.2379, -0.6624], [-4.5380, 3.2882, -1.7145], [-2.1353, 5.7430, -1.6468], [-3.3373, 4.9094, -2.6388], [0.1851, -3.3366, -4.3458], [-0.1524, -2.3072, -3.5715], [0.3626, -1.1404, -4.0464], [-0.6892, -2.3992, -2.4592], [0.8103, -3.2865, -5.1375], [-0.2438, -4.1933, -4.0262], [0.9592, -1.1541, -4.8612], [0.2273, -0.3341, -3.4534], [-0.7896, 1.2903, 0.3538], [-0.8329, 0.6909, -0.7478], [-0.6667, -0.5801, -0.5274], [-0.8569, 1.2235, -1.8712], [-0.8222, 0.6751, 1.1542], [-1.1544, 2.2282, 0.4394], [-0.5667, -0.9879, 0.3912], [-0.7337, -1.2025, -1.3200]], "energy_ha": -2462.50934, "smiles": "COCCNCCOC.COCCNCCOC.NC(N)=O.NC(N)=O.NC(N)=O.NC(N)=O.NC(N)=O.NC(N)=O.NC(N)=O", "charge": 0, "lumo_energy_ev": -0.207, "e_above_lowest_kcal_mol": 76.1}

{"formula": "C39H40ErNO2S4", "method": "ωB97M-V with the def2-TZVPD basis set", "elements": ["Er", "C", "C", "C", "C", "C", "C", "C", "C", "C", "C", "C", "C", "H", "H", "H", "H", "H", "H", "H", "H", "H", "H", "H", "H", "H", "H", "H", "H", "H", "H", "C", "C", "N", "H", "H", "H", "O", "C", "C", "C", "C", "C", "S", "C", "C", "C", "C", "S", "C", "C", "C", "C", "S", "H", "H", "H", "H", "H", "H", "H", "H", "H", "O", "S", "C", "C", "C", "C", "C", "C", "C", "C", "C", "C", "C", "C", "H", "H", "H", "H", "H", "H", "H", "H", "H", "H"], "coordinates": [[-1.0529, -0.6598, -0.1546], [-4.4206, -0.2761, -1.9806], [-3.5926, 0.2900, -0.8517], [-3.5998, -0.3356, 0.4218], [-4.5360, -1.4841, 0.7250], [-2.8976, 0.2734, 1.4970], [-3.0983, -0.1866, 2.9204], [-2.1300, 1.4419, 1.2713], [-1.3776, 2.0814, 2.4080], [-2.1991, 2.1009, 0.0254], [-1.5825, 3.4648, -0.1154], [-2.9754, 1.5513, -1.0157], [-3.2892, 2.3616, -2.2470], [-4.0679, 0.0840, -2.9428], [-5.4610, 0.0336, -1.8620], [-4.3916, -1.3642, -2.0031], [-5.3376, -1.1131, 1.3658], [-4.0258, -2.2967, 1.2433], [-4.9986, -1.8911, -0.1660], [-3.4946, 0.6395, 3.5100], [-2.1578, -0.5028, 3.3725], [-3.8018, -1.0054, 2.9993], [-1.3351, 1.4344, 3.2762], [-1.8585, 3.0173, 2.6912], [-0.3532, 2.2998, 2.1074], [-2.3043, 4.2204, 0.1995], [-1.2821, 3.6755, -1.1366], [-0.7020, 3.5676, 0.5102], [-4.3452, 2.2714, -2.4983], [-2.6986, 2.0390, -3.1053], [-3.0911, 3.4145, -2.0807], [-1.1937, -3.1895, -4.3126], [-1.3440, -2.5563, -3.0594], [-1.4527, -2.0280, -2.0408], [-1.4470, -2.4918, -5.1149], [-1.8418, -4.0648, -4.3806], [-0.1580, -3.5104, -4.4454], [0.1959, -0.6038, 1.3001], [0.8900, -1.7216, 1.7730], [2.2199, -1.2762, 2.3207], [2.5186, -0.0216, 2.7609], [3.8620, 0.0995, 3.1752], [4.5555, -1.0595, 3.0365], [3.5890, -2.3294, 2.3944], [1.1065, -2.7425, 0.6648], [1.1258, -4.1040, 0.7209], [1.4086, -4.7088, -0.5274], [1.5837, -3.8042, -1.5205], [1.4774, -2.1741, -0.9468], [-0.0005, -2.3643, 2.8080], [0.0168, -2.3668, 4.1622], [-1.1580, -2.9381, 4.7197], [-2.0668, -3.3018, 3.7850], [-1.4858, -3.0308, 2.1728], [1.7891, 0.7681, 2.7808], [4.2912, 1.0010, 3.5718], [5.5844, -1.2423, 3.2771], [0.9463, -4.6756, 1.6143], [1.4717, -5.7728, -0.6637], [1.8372, -3.9848, -2.5471], [0.8302, -1.9768, 4.7468], [-1.3082, -3.0603, 5.7768], [-3.0258, -3.7570, 3.9293], [0.1600, 0.7475, -1.1719], [1.4966, 0.9909, -0.4655], [1.8259, 2.7515, -0.6380], [2.5525, 3.3405, 0.3858], [2.8765, 4.6841, 0.3026], [2.4749, 5.4226, -0.8015], [1.7465, 4.8215, -1.8184], [1.4174, 3.4801, -1.7407], [2.7117, 0.5069, -1.7042], [2.3601, 0.4880, -3.0416], [3.3135, 0.1290, -3.9803], [4.5909, -0.2260, -3.5724], [4.9222, -0.2278, -2.2250], [3.9795, 0.1464, -1.2798], [2.8697, 2.7446, 1.2286], [3.4457, 5.1501, 1.0920], [2.7307, 6.4681, -0.8715], [1.4451, 5.3938, -2.6821], [0.8541, 3.0008, -2.5255], [1.3541, 0.7532, -3.3324], [3.0563, 0.1371, -5.0278], [5.3275, -0.5069, -4.3111], [5.9129, -0.5166, -1.9101], [4.2162, 0.1632, -0.2259]], "energy_ha": -4322.77054, "multiplicity": 4, "charge": 2, "lumo_energy_ev": [-4.889, -4.840]}

{"formula": "C5H12NO", "method": "ωB97M-V with the def2-TZVPD basis set", "elements": ["C", "C", "C", "C", "N", "C", "O", "H", "H", "H", "H", "H", "H", "H", "H", "H", "H", "H", "H"], "coordinates": [[-1.4871, 1.6894, 1.3617], [-0.5137, 1.6561, 0.2311], [0.7361, 0.6857, 0.5377], [0.5041, -0.8812, 0.3326], [0.0912, -1.0225, -1.0218], [0.7819, -2.1424, -1.7911], [0.5206, -3.2898, -1.3712], [-1.7636, 0.7411, 1.4878], [-2.2996, 2.3311, 1.2011], [-0.9565, 2.0540, 2.3505], [0.0034, 2.6352, -0.1284], [-0.8566, 1.1987, -0.7292], [1.5444, 0.9239, -0.1933], [1.0242, 0.8669, 1.5907], [-0.1199, -1.3746, 1.0956], [1.4838, -1.3874, 0.5313], [-0.8914, -1.0313, -1.0634], [0.3569, -1.8695, -2.7806], [1.8417, -1.7832, -1.6411]], "energy_ha": -327.64303, "smiles": "CCCCNC[O-]", "charge": -1, "lumo_energy_ev": 3.778, "e_above_lowest_kcal_mol": 33.3}

{"formula": "C5H11N", "method": "ωB97M-V with the def2-TZVPD basis set", "elements": ["C", "C", "C", "C", "C", "N", "H", "H", "H", "H", "H", "H", "H", "H", "H", "H", "H"], "coordinates": [[0.8242, -1.8788, 0.2724], [-0.4617, -1.2876, -0.2094], [-1.2048, -0.3062, 0.6031], [-0.6425, 1.0617, 0.3539], [0.5741, 1.2828, -0.1476], [0.8674, 2.6190, -0.5210], [1.3915, -2.2814, -0.5685], [0.7063, -2.5716, 1.0993], [1.4519, -1.0497, 0.6208], [-0.2149, -0.6598, -1.1690], [-1.1623, -1.9787, -0.6868], [-2.2772, -0.2196, 0.4021], [-1.1895, -0.7375, 1.6161], [-1.2970, 1.8713, 0.6843], [-0.0165, 0.1501, -1.6399], [0.9142, 3.2109, 0.2969], [1.7366, 2.7751, -1.0066]], "energy_ha": -251.63494, "charge": 0, "lumo_energy_ev": -0.277, "e_above_lowest_kcal_mol": 142.8}

Strongest force on any atom for every record listed, in sequence, given in eV Å⁻¹: 5.8 0.7 4.4 3.2 7.0 3.3 5.0 3.2.